Entry 1:
87
Properties=species:S:1:pos:R:3:forces:R:3:lowdin_charge:R:1 method="wB97M-V/def2-TZVPD" charge=-2 lumo_energy_ev=4.30 gap_ev=4.50
N 0.5936 3.9440 1.9012 -0.2702 0.0074 0.0175 -0.0123
C 0.6860 -7.0257 -1.2348 0.0342 0.0563 -0.0291 -0.0510
H 0.3013 -2.4028 3.4554 -0.0411 -0.0292 -0.0848 0.1002
H 1.1242 -4.0128 -2.3782 -0.0109 -0.0217 -0.0187 0.0391
H -1.7298 -5.8429 2.6856 0.0231 -0.0029 -0.0020 0.0671
H 3.9354 -3.9517 -1.0435 0.0105 -0.0109 0.0132 0.0851
C 0.3403 3.9576 3.2707 0.1474 0.0576 -0.1885 -0.0788
H -0.5882 4.4370 -0.4700 -0.0183 0.0435 0.0121 0.0317
H 1.8047 -9.4402 0.5640 -0.0118 -0.0066 -0.0230 0.0658
H -3.5146 -1.6646 -0.7154 -0.0200 -0.0350 0.0006 0.0123
C 0.7452 6.4024 2.0153 -0.0053 -0.0684 0.0458 -0.0789
C 0.1432 2.6900 3.6442 -0.0372 -0.1143 -0.1001 -0.0895
H -0.0329 2.2979 4.6292 0.0088 -0.0247 -0.0771 0.0996
H -3.7982 -3.1420 0.1855 0.0145 0.0406 -0.0150 0.0575
H 0.1170 -9.8808 0.3156 0.0190 -0.0162 -0.0110 0.0632
S -1.9578 0.2694 -0.0106 -0.0740 -0.1787 0.3237 0.5876
H -5.1589 -2.3518 -0.6593 0.0225 0.0060 0.0393 0.0788
H 4.8282 -0.5687 0.1105 0.0134 0.0403 -0.0058 0.0077
H 2.1143 6.1778 -0.2025 0.0060 -0.0466 0.0088 0.0737
N 1.1021 -0.6877 2.4000 -0.1062 -0.3558 -0.0351 -0.0238
C -0.5131 5.3131 0.1740 0.0440 -0.0690 -0.0057 -0.0570
C -2.2395 -0.3494 1.5472 -0.2340 -0.2594 0.1814 -0.6842
Se -0.6718 -3.1899 -0.1622 -0.2398 -0.2504 -0.1825 0.6487
C 0.3413 -5.6765 -1.2663 -0.0400 -0.0632 0.0949 -0.3276
C 0.9311 -9.2609 -0.0715 -0.0121 0.0826 0.0303 -0.0860
C -0.3206 -5.8299 1.0538 0.0150 -0.0592 -0.0916 -0.3082
C -0.8655 -5.2633 2.3431 0.0036 0.0410 -0.0356 -0.1034
Pd 0.6091 -0.3642 0.2041 -0.4186 1.0091 -0.3322 0.2026
C 0.5026 2.6338 1.4368 0.1454 0.2509 0.2904 -0.6860
H -1.1702 -4.2273 2.1978 0.0189 -0.0098 0.0182 0.0001
H 0.8823 7.2898 1.3948 -0.0111 -0.0294 0.0141 0.0774
H -0.1105 -5.2962 3.1364 -0.0192 0.0071 -0.0320 0.0718
S 0.7406 2.2103 -0.1803 -0.0617 -0.1811 0.1216 0.5984
H 2.3103 -0.5571 -1.0287 0.3930 -0.2103 -0.1568 0.0480
H 5.2975 -1.9323 -0.9470 -0.0501 -0.0063 0.0756 0.0710
C 4.8206 -1.6497 -0.0004 0.0028 0.0138 0.0771 -0.0806
H -5.1081 -3.1392 2.3012 -0.0307 0.0527 0.0012 0.0850
C 3.3840 -2.1799 0.0188 -0.0659 0.0432 0.0661 -0.5446
H -5.5149 0.5190 1.6848 0.0013 -0.0283 -0.0326 0.0824
C 2.5798 -1.6225 -1.1798 0.2504 -0.0015 0.1193 -0.0781
H 1.5819 6.3445 2.7156 -0.0323 0.0284 -0.0170 0.0830
H 3.9916 -4.1509 0.7175 -0.0055 0.0066 -0.0438 0.0833
C -4.2379 -2.1823 -0.0904 0.0498 -0.0313 -0.0086 -0.0849
H -0.4231 6.2125 -0.4445 0.0038 -0.0369 0.0527 0.0780
C 0.5255 -4.9099 -2.5454 -0.0285 -0.0416 -0.0081 -0.1136
H -1.4222 5.3855 0.7775 0.0185 0.0063 -0.0238 0.0839
C 1.9636 -2.7254 2.0725 0.2180 0.0841 -0.0938 -0.1206
H -0.0772 -7.7540 1.9562 -0.0051 0.0246 -0.0305 0.1074
H 1.6595 -2.1945 -1.2757 -0.1200 -0.0097 -0.0504 -0.0051
C -0.1906 -5.0392 -0.1164 0.1326 -0.0344 0.1151 -0.5708
H 2.0243 4.4132 -0.4616 0.0183 -0.0165 0.0072 0.0213
H 1.0837 -7.4853 -2.1386 -0.0106 0.0244 0.0181 0.0968
H 5.3929 -2.0796 0.8279 -0.0224 0.0225 -0.0357 0.0777
C -5.2662 -0.0479 0.7820 0.0820 -0.0024 0.0459 -0.0589
C 3.4317 -3.6994 -0.1076 -0.1194 -0.0969 -0.0251 -0.0542
H -6.1894 -0.2689 0.2379 0.0367 0.0193 0.0165 0.0761
H 2.4251 -4.1265 -0.1383 0.0775 0.0130 0.0025 0.0611
C 0.5459 -7.8015 -0.0918 -0.0086 -0.0576 -0.0088 -0.3123
C -5.5483 -2.1845 2.0021 0.1088 -0.0145 0.0611 -0.0735
C 0.0415 -7.1754 1.0395 -0.0207 0.0863 0.0528 -0.0548
C 0.7097 5.1825 1.0884 0.0541 -0.0112 -0.0589 -0.5616
H 2.1339 -3.7881 2.0477 -0.0596 0.0680 -0.0037 0.1030
C 1.0390 -2.0424 2.7594 0.0477 0.3193 0.1964 -0.1210
H -0.4394 -4.5556 -2.9182 0.0276 0.0380 0.0053 0.0618
H -1.5880 -0.9106 4.6785 0.0341 0.0245 -0.0603 0.1036
H 1.0059 -5.5322 -3.3081 -0.0263 0.0121 0.0396 0.0621
H -6.4268 -2.3956 1.3898 0.0346 0.0100 0.0057 0.0794
H 2.8678 5.0467 0.9514 -0.0380 0.0125 -0.0245 0.0903
C 2.0157 5.2019 0.2845 -0.0097 -0.0745 0.0554 -0.0654
H -5.8761 -1.6392 2.8902 -0.0139 -0.0296 -0.0074 0.0748
H 3.1507 -1.7152 -2.1123 0.0482 0.0154 0.0862 0.0823
H 1.1730 -9.6135 -1.0762 0.0030 -0.0032 0.0073 0.0591
N -1.4385 -0.2244 2.6467 0.0599 -0.1182 0.0754 0.0511
N 2.6947 -1.8328 1.2908 -0.0843 0.0575 -0.0388 -0.0332
N 0.2322 1.8564 2.5398 -0.0069 0.0358 0.0321 0.0622
H -4.6138 0.5579 0.1558 0.0075 0.0057 -0.0054 0.0322
B 0.0469 0.3280 2.8983 0.1644 -0.0056 -0.1224 -0.5852
C -4.5715 -1.3633 1.1553 -0.0912 0.0543 -0.0884 -0.5568
C 2.2077 -0.5101 1.5454 -0.0074 -0.1515 0.0778 -0.8410
H -0.1858 6.5232 2.5722 0.0180 -0.0154 0.0165 0.0752
H 0.0808 0.3185 4.1157 0.0234 -0.0016 0.0014 0.0976
C -3.2182 -1.3791 3.3004 -0.0513 -0.0426 -0.2020 -0.0735
H 0.3779 4.8392 3.8796 -0.0147 0.0388 -0.0519 0.0915
H -3.9179 -1.9788 3.8483 -0.0619 0.0270 -0.0427 0.0940
S 3.2882 0.8568 1.6875 0.1060 -0.1153 -0.0418 0.4332
C -2.0509 -0.8616 3.7086 0.1022 0.0861 -0.0731 -0.0998
N -3.3505 -1.0688 1.9502 -0.0337 0.1168 0.1038 -0.0010

Entry 2:
84
Properties=species:S:1:pos:R:3:forces:R:3:lowdin_charge:R:1 method="wB97M-V/def2-TZVPD" spin_multiplicity=3 charge=+4 lumo_energy_ev="-12.32 / -14.42" s2=2.05 gap_ev="6.74 / 4.45"
H 2.2773 2.8251 -2.4831 -0.0700 0.0655 0.1681 0.1064
H 4.1392 0.2431 2.4920 -0.2781 0.0393 0.1922 0.1004
C 3.5915 -4.3033 -4.5188 -0.9230 0.8638 2.0446 0.1095
C 3.0577 -2.7071 -2.6053 -1.2880 0.9106 2.0718 0.1117
C -2.9139 -2.2886 -0.1737 -0.0875 -0.9949 -0.1168 -0.3315
C 1.1619 -1.2744 -0.0799 -2.2759 -1.2960 -0.1842 -0.1366
C 2.0294 0.0816 2.2794 -0.5333 -0.7659 -0.7933 -0.3537
H 1.2385 2.8352 -0.2632 0.1565 -0.0431 0.0675 0.0489
C 5.3273 -3.1030 -3.3784 -1.5760 0.6499 0.1209 0.0975
C 4.6015 -5.0534 -5.1594 1.5899 -1.0827 -0.5143 0.0274
N -2.0000 -3.2028 0.2328 0.1720 -0.2657 -0.1696 0.0977
C 2.5183 -2.2420 -1.5914 4.1495 -2.4304 -3.2249 0.0712
H -5.7683 -2.2760 -1.9075 -0.4343 -0.2866 -0.2711 0.1576
C -2.0186 2.8099 0.7069 -0.1815 -0.2948 0.0753 -0.3539
H 0.8954 -0.8723 4.8685 -0.4043 0.2085 -0.0646 0.0699
H 4.3002 -5.8301 -5.8924 0.4860 0.7729 0.1759 0.1686
Mo -0.9650 0.1660 0.4249 -3.0772 -1.5390 0.9013 1.1089
H 0.4930 0.6986 5.5727 -0.0001 -0.1758 -0.0635 0.0862
H -6.3348 0.8349 -0.3187 0.0445 -0.3774 -0.3832 0.1176
H 1.1131 -0.4224 -0.7848 -0.1723 -0.4161 -0.1741 0.1108
Br -0.9927 -2.9966 3.1539 0.0143 -0.1595 -0.1679 1.0281
H -1.5034 1.6451 -2.9450 -0.1672 0.2757 -0.1951 0.0921
C 0.0752 -0.1511 5.0227 0.5144 0.3399 0.3586 -0.1184
H -0.8439 -1.7408 -0.1668 0.5864 0.1129 1.1831 0.1179
H -1.8476 -3.3801 1.2216 -0.2241 0.2855 -0.2769 -0.0133
C 2.3147 -3.1601 0.7774 0.2664 -1.3280 -1.0935 0.0550
H -2.2475 4.7659 -0.1272 0.0827 0.1630 0.6341 0.0736
C -4.9385 -1.9984 -1.2958 -0.2065 1.3825 0.6743 0.0552
H -2.8381 4.2620 -2.0486 -0.1680 0.1047 -0.0227 0.0841
H -0.6842 -0.6251 5.6901 0.5063 0.3704 -0.6537 0.1052
H -3.8021 -3.8227 -1.2990 -0.3549 -0.3618 -0.2187 0.1378
H 0.4083 3.9777 -1.2449 0.0330 0.1480 -0.0045 0.1024
H -2.9770 1.8420 -1.9901 0.1896 0.2609 -0.1343 0.0822
C 3.9499 -3.3566 -3.5302 0.6564 -0.2177 -0.7265 -0.1667
H 0.0826 3.1668 1.4446 0.8516 -0.7057 0.6075 -0.0059
H 1.0261 4.7875 2.7215 -0.0727 -1.0003 0.2333 0.0982
C 0.0115 -1.7326 0.6156 2.2428 0.3631 1.5840 -0.3516
H 1.3581 -4.2709 2.4311 0.8074 0.3606 -0.0156 0.1351
H 7.3437 -3.7059 -3.8327 -0.5115 -0.7304 -0.0953 0.1677
H -3.0690 2.5523 0.5318 0.6575 -0.1847 -0.3227 0.0615
H -1.3151 -0.5186 3.5426 0.4591 0.9155 -0.8827 0.0049
C 1.0869 3.7756 3.2040 0.0267 0.1352 0.8487 -0.0839
P -0.9705 2.1053 -0.7268 -0.5234 1.9296 -1.2136 0.8658
H -1.1244 4.2771 -2.4093 0.0386 0.0667 -0.0960 0.0675
H 2.1099 3.7396 3.6413 -0.7549 -0.3029 -0.2448 0.0862
H 2.5300 -4.4608 -4.7248 0.4290 -0.0476 -0.3108 0.1519
C 0.2164 -2.6586 1.7361 -0.3063 0.6434 -1.4846 -0.5925
C -3.9264 -0.1779 -0.0561 -2.4607 1.1452 0.6172 -0.4432
C 3.2437 0.7762 2.8440 0.5589 0.4522 0.2925 -0.0916
H -1.7336 2.3097 1.6600 -0.3127 0.2787 -0.3061 0.0444
C -0.6053 0.3292 3.7135 -1.1587 -0.4635 0.9503 -0.4011
C -2.0551 3.7516 -2.5955 -0.2582 0.4531 -0.5137 -0.1050
C -1.9991 2.2943 -2.2121 0.2433 -1.1489 0.3499 -0.3449
H 3.0735 -3.9022 0.7042 0.7531 -0.3397 -0.3248 0.1373
H 1.7961 2.6832 1.5590 -0.6554 -0.5349 0.0876 0.0681
H -2.2585 3.8571 -3.6573 -0.1361 0.0110 -0.0775 0.1051
C -3.8896 -2.7997 -1.0062 -0.1575 0.4290 -0.2896 0.0336
C 2.1521 -2.2164 -0.2440 -0.4031 0.8660 0.9993 -0.2226
C 1.3010 2.3587 -2.3440 0.3516 -0.3620 -0.4112 -0.1071
C 6.2776 -3.9023 -4.0500 0.6523 -0.5849 -1.4381 0.0335
N 5.9110 -4.8637 -4.9154 -1.0937 0.8931 0.7484 0.1899
O -4.1022 0.9778 0.3549 1.4688 -2.1721 -0.5773 0.0312
H 5.6118 -2.3318 -2.6714 0.3634 -0.2449 0.0139 0.1470
C 0.6058 2.9133 -1.1348 -0.0691 0.6142 0.8296 -0.3715
H -1.0035 4.7152 1.1716 -0.3180 0.0926 -0.2078 0.0734
H 1.8712 -0.8644 2.7867 0.0076 -0.1850 0.2615 0.0669
C -1.9871 4.3413 0.8540 0.5249 0.3646 -0.0295 -0.0709
H 3.2733 0.7710 3.9329 -0.0886 0.0809 -0.0103 0.0943
H 0.3561 3.7774 4.0412 0.4144 -0.0913 -0.5619 0.0878
H 1.4767 1.2846 -2.2706 -0.0116 -0.1357 -0.0100 0.0581
C 0.8334 2.6771 2.1124 -0.4020 1.4252 -0.4690 -0.3678
H -5.7632 0.7234 -2.0245 -0.1738 -0.1645 0.2960 0.1202
C 1.3699 -3.4191 1.7498 -0.7198 0.9193 0.3636 -0.0726
H -2.7212 4.6640 1.6197 0.3165 -0.3157 -0.5206 0.1190
H 3.3774 1.8038 2.4989 -0.1203 -0.0729 0.0731 0.0702
P 0.3156 0.8564 2.2178 3.1592 1.3754 2.4975 0.9128
N -2.8077 -0.9708 0.1690 -0.2525 0.5004 0.4259 0.0432
H 2.2970 -0.2439 1.2579 -0.2105 0.5737 0.4429 0.0587
H -6.9192 -0.4995 -1.3735 -0.3123 0.3386 -0.1510 0.1108
C -6.0834 0.1515 -1.1412 -0.5157 0.2272 0.1618 0.0340
N -5.0211 -0.7633 -0.7264 1.3997 -0.4597 -0.8503 -0.0159
H 0.7495 2.5436 -3.2468 -0.3019 0.0342 -0.4934 0.0790
H -1.8574 -4.0200 -0.3425 -0.5376 -0.1310 0.0325 0.1487
H -1.2622 1.1777 3.9512 0.0863 -0.0289 -0.0236 0.0923

Respective electronic energy values: -5247.56182, -4787.51174 Ha.
Respective energy relative to the best compared isomer or geometry (same formula, charge and spin) values: 12.6, 73.2 kcal per mole.